13
Properties=species:S:1:pos:R:3:lowdin_charge:R:1 method="wB97M-V/def2-TZVPD" e_tot_ev=-19509.4333 total_charge=+1 largest_force_ev_per_a=6.67 multiplicity=3
C 0.405 -0.445 0.668 -0.3300
C -0.186 -1.598 -0.091 -0.0202
N -0.999 -0.075 0.886 0.2171
N 1.207 0.529 0.030 -0.1701
N -1.396 -1.201 0.142 0.0843
O -0.598 1.582 -1.441 -0.5602
S 0.889 1.385 -1.510 0.9573
H 0.701 -0.818 1.681 0.1857
H 0.218 -2.486 -0.329 0.0960
H -1.485 0.879 0.608 0.2211
H 1.921 1.116 0.432 0.0825
H 1.644 2.692 -1.231 0.0642
H -2.320 -1.559 0.154 0.1722